# 1
{
  "formula": "C38H61N8O4PTi",
  "method": "ωB97M-V/def2-TZVPD",
  "gap_ev": [4.748, 7.395],
  "e_homo_ev": [-4.325, -6.977],
  "e_above_lowest_ev": 1.609,
  "s_squared": 2.035,
  "spin_multiplicity": 3,
  "symbols": ["Ti", "C", "N", "C", "C", "C", "N", "C", "C", "C", "C", "C", "C", "C", "O", "C", "C", "C", "N", "C", "C", "C", "C", "C", "C", "C", "O", "H", "H", "H", "H", "H", "H", "H", "H", "H", "H", "H", "H", "H", "H", "H", "H", "H", "H", "H", "H", "H", "H", "H", "H", "H", "O", "P", "N", "C", "C", "C", "C", "N", "C", "C", "C", "C", "N", "C", "C", "C", "C", "H", "H", "H", "H", "H", "H", "H", "H", "H", "H", "H", "H", "H", "H", "H", "H", "H", "H", "H", "H", "H", "H", "H", "H", "C", "N", "C", "C", "O", "N", "C", "C", "H", "H", "H", "H", "H", "H", "H", "H", "H", "H", "H", "H"],
  "xyz": [[0.40638, -0.22208, 0.09255], [-3.35525, 1.05293, -0.50819], [-2.55691, -0.14583, -0.25581], [-3.19733, -0.88776, 0.84404], [-2.28400, -1.77419, 1.67418], [-1.39304, -0.97481, 2.62996], [-0.07174, -0.68362, 2.06091], [0.93046, -1.12002, 2.74285], [2.32979, -1.28254, 2.36698], [3.13690, -1.86592, 3.36621], [4.45831, -2.17713, 3.15815], [5.01369, -1.92234, 1.89786], [4.26732, -1.34408, 0.90140], [2.91245, -0.99548, 1.10591], [2.26601, -0.43004, 0.12636], [-2.53503, -0.98846, -1.46504], [-2.13000, -0.25324, -2.74006], [-0.89080, 0.62907, -2.58640], [0.17323, -0.06719, -1.89532], [0.80512, -0.98758, -2.69440], [1.35811, -2.21457, -2.25350], [2.18920, -2.97595, -3.10569], [2.70914, -4.19595, -2.72020], [2.41220, -4.71306, -1.46153], [1.58261, -3.99647, -0.60338], [1.05454, -2.77021, -0.97692], [0.23803, -2.12130, -0.13063], [-4.38045, 0.79059, -0.81720], [-2.91290, 1.67379, -1.28468], [-3.40785, 1.65166, 0.40054], [-3.63599, -0.15032, 1.52415], [-4.04446, -1.47354, 0.44816], [-2.92538, -2.41961, 2.28314], [-1.67194, -2.43076, 1.05490], [-1.89093, -0.03560, 2.88141], [-1.25107, -1.52931, 3.56338], [0.72362, -1.50584, 3.74705], [2.68320, -2.08559, 4.32602], [5.04650, -2.63634, 3.94047], [6.04504, -2.19302, 1.70372], [4.67199, -1.16877, -0.08772], [-1.84795, -1.81346, -1.27747], [-3.53989, -1.42161, -1.62238], [-1.93756, -1.02125, -3.49462], [-2.96056, 0.34965, -3.12124], [-0.55872, 0.96177, -3.58331], [-1.14506, 1.52264, -2.01582], [0.83074, -0.77223, -3.76413], [2.42474, -2.57388, -4.08514], [3.34825, -4.74657, -3.39885], [2.82000, -5.66639, -1.15195], [1.32551, -4.37834, 0.37759], [1.54890, 1.82487, 1.39130], [2.58495, 2.85529, 1.14778], [4.10880, 2.36056, 1.58197], [5.15935, 1.86824, 0.68137], [6.25984, 1.33543, 1.61903], [5.85483, 1.80835, 3.01608], [4.33693, 1.82694, 2.92491], [2.71245, 3.32355, -0.43058], [3.41611, 4.54506, -0.83334], [3.43451, 4.46548, -2.35783], [3.53460, 2.96756, -2.62894], [2.69815, 2.32620, -1.52061], [2.27263, 4.21009, 2.06507], [3.30694, 5.20193, 2.39881], [3.16122, 5.41533, 3.90115], [1.65641, 5.27646, 4.09643], [1.27223, 4.14398, 3.14454], [5.52354, 2.67601, 0.04515], [4.79828, 1.06582, 0.03056], [7.25008, 1.68207, 1.32574], [6.26474, 0.24488, 1.58908], [6.22231, 2.82037, 3.20574], [6.22476, 1.15543, 3.80537], [3.86072, 2.46372, 3.67232], [3.92011, 0.81610, 3.02506], [4.44077, 4.57568, -0.44574], [2.90116, 5.43242, -0.46156], [4.25094, 5.04316, -2.79023], [2.50162, 4.85795, -2.76659], [4.57216, 2.63418, -2.55802], [3.17078, 2.69455, -3.61896], [3.11588, 1.37146, -1.19660], [1.67181, 2.11728, -1.82688], [3.12050, 6.14209, 1.86620], [4.29159, 4.83834, 2.10857], [3.55071, 6.37985, 4.22614], [3.69627, 4.63630, 4.44786], [1.16331, 6.20427, 3.79332], [1.36450, 5.06684, 5.12484], [0.26451, 4.27752, 2.75362], [1.30460, 3.16930, 3.63942], [-1.81105, 2.56103, 2.58257], [-1.87761, 3.57879, 1.56165], [-2.97893, 4.51037, 1.65568], [-1.17632, 3.37267, 0.39060], [-0.78704, 2.26059, 0.05803], [-0.96196, 4.50788, -0.35368], [-0.46148, 4.37379, -1.70494], [-0.71844, 5.79492, 0.26416], [-1.64650, 3.01870, 3.56210], [-0.98374, 1.89022, 2.36030], [-2.74348, 1.98717, 2.63108], [-3.91321, 3.96316, 1.82153], [-3.07417, 5.07633, 0.73273], [-2.84780, 5.21286, 2.48510], [0.53868, 4.80369, -1.77322], [-1.11633, 4.88933, -2.41258], [-0.39678, 3.32555, -1.96985], [-0.92218, 5.75248, 1.33053], [-1.34377, 6.57573, -0.17723], [0.33213, 6.07118, 0.12951]]
}


# 2
{
  "formula": "C38H62AlBeClCsF7KN3O13",
  "method": "ωB97M-V/def2-TZVPD",
  "gap_ev": 0.893,
  "e_homo_ev": -6.513,
  "e_above_lowest_ev": 10.655,
  "symbols": ["C", "C", "O", "C", "N", "C", "C", "O", "N", "C", "C", "O", "C", "C", "O", "C", "C", "C", "C", "C", "C", "C", "C", "C", "C", "C", "C", "C", "C", "H", "H", "H", "H", "H", "H", "H", "H", "H", "H", "H", "H", "H", "H", "H", "H", "H", "H", "H", "H", "H", "H", "H", "H", "H", "H", "H", "H", "H", "H", "H", "H", "H", "H", "H", "H", "H", "H", "H", "H", "H", "H", "H", "C", "O", "H", "H", "H", "Be", "C", "C", "O", "C", "O", "C", "F", "F", "F", "H", "H", "H", "H", "H", "F", "Al", "F", "F", "F", "C", "C", "C", "C", "C", "C", "N", "O", "O", "H", "H", "H", "H", "H", "C", "C", "O", "C", "H", "H", "H", "H", "H", "H", "Cl", "K", "C", "O", "O", "O", "Cs"],
  "xyz": [[-6.48084, 2.04361, 1.25005], [-6.35190, 1.79213, -0.34878], [-7.61619, 1.29193, -0.84580], [-5.12908, 0.77251, -0.66571], [-4.03581, 1.50316, -1.38734], [-2.71453, 0.83874, -1.20269], [-1.58386, 1.40954, -2.21499], [-0.55048, 2.19416, -1.54725], [-0.99257, 3.45414, -1.23750], [-0.13730, 4.54635, -1.87270], [0.50390, 5.54672, -0.80519], [1.80719, 5.10456, -0.30680], [1.98032, 5.69676, 1.02478], [3.48496, 5.55567, 1.54680], [3.58492, 5.27738, 2.99242], [3.64736, 3.85805, 3.08446], [4.95777, 3.02562, 3.21420], [4.98002, 1.45499, 3.29322], [3.65509, 0.60803, 3.23555], [3.69422, -1.01986, 3.26588], [2.59120, -1.60861, 2.26530], [5.13957, -1.40501, 2.60675], [3.71046, -1.66483, 4.74263], [2.28715, -1.99955, 5.39199], [1.23068, -0.80392, 5.32527], [1.66004, -3.42191, 4.89973], [2.57528, -2.21900, 6.99435], [2.34443, 1.46589, 3.10572], [2.31771, 3.01794, 3.05405], [-6.46505, 1.02497, 1.76289], [-5.54061, 2.64761, 1.55252], [-7.42840, 2.64094, 1.48181], [-6.17196, 2.81062, -0.87312], [-8.30404, 1.94533, -0.59409], [-5.57424, -0.09178, -1.26504], [-4.73507, 0.33491, 0.32492], [-3.95046, 2.43617, -0.94370], [-2.36013, 0.85142, -0.09658], [-2.84538, -0.28057, -1.45196], [-1.06735, 0.49360, -2.65852], [-2.10785, 1.98003, -3.07108], [-0.95283, 3.58559, -0.21095], [-1.98262, 3.54488, -1.53154], [0.62648, 4.09472, -2.60127], [-0.86547, 5.15158, -2.53618], [0.62095, 6.56722, -1.33500], [-0.25987, 5.62706, 0.06217], [1.68538, 6.81310, 0.94481], [1.19416, 5.20848, 1.69411], [4.06565, 6.52485, 1.26401], [3.96921, 4.66335, 0.99280], [5.95627, 3.59636, 3.23663], [6.01378, 0.99294, 3.39286], [1.51336, -1.52064, 2.62245], [2.81218, -2.68808, 1.92798], [2.65772, -0.97380, 1.29891], [5.92920, -1.21746, 3.43067], [5.20888, -2.53345, 2.37990], [5.39166, -0.76720, 1.69595], [4.39016, -2.59809, 4.77133], [4.22454, -0.90557, 5.44665], [1.79445, 0.18844, 5.51220], [0.52042, -0.95701, 6.25346], [0.55069, -0.81538, 4.39150], [0.88109, -3.26809, 4.05287], [1.15111, -3.99125, 5.74943], [2.47832, -4.08967, 4.43385], [3.22530, -1.36966, 7.43037], [3.13678, -3.24980, 7.12169], [1.58335, -2.32486, 7.57350], [1.33735, 0.92700, 3.06330], [1.30173, 3.52302, 2.99367], [-0.47507, 8.39461, -3.51750], [-0.61176, 7.88235, -2.29224], [-0.40663, 9.49802, -3.59685], [0.41920, 8.08618, -4.09734], [-1.28322, 8.18134, -4.24690], [4.38673, 8.14750, 1.27689], [3.44914, -8.64675, -0.08720], [4.07326, -7.31052, -0.44365], [3.07191, -6.29087, -0.57259], [2.56193, -5.81473, 0.59004], [2.89837, -6.19421, 1.67718], [1.53510, -4.71935, 0.32242], [0.62542, -5.08075, -0.60633], [2.11525, -3.58577, -0.12970], [0.84105, -4.38147, 1.41921], [2.68193, -8.91798, -0.81807], [4.20640, -9.43312, -0.05606], [2.95684, -8.60883, 0.88665], [4.56882, -7.39152, -1.41760], [4.83776, -7.01058, 0.28192], [-12.46376, 0.76011, -3.80653], [-10.95878, 0.61672, -2.87939], [-9.76100, -0.28627, -3.82776], [-11.27869, -0.24137, -1.35937], [-10.32694, 2.23824, -2.51821], [-0.65272, -7.49886, -5.45277], [0.40243, -8.22422, -5.99934], [1.11905, -9.11616, -5.20679], [0.76620, -9.27725, -3.86642], [-0.28498, -8.54763, -3.31190], [-0.99353, -7.65617, -4.11146], [1.50095, -10.23451, -3.03347], [2.43229, -10.84605, -3.54712], [1.14225, -10.37301, -1.87288], [-1.21322, -6.80812, -6.07556], [0.66469, -8.09674, -7.04510], [1.93852, -9.67553, -5.64502], [-0.56321, -8.66306, -2.26990], [-1.81497, -7.08610, -3.69063], [-3.31723, 9.58706, -0.89688], [-3.01149, 11.03410, -1.18276], [-1.93358, 11.37733, -1.62880], [-4.09431, 12.04121, -0.89437], [-2.44644, 8.97543, -1.15264], [-3.53776, 9.45791, 0.16559], [-4.16536, 9.26044, -1.50296], [-4.34933, 12.01928, 0.16741], [-4.97647, 11.82239, -1.49989], [-3.73530, 13.04125, -1.14752], [2.27446, -4.75576, 7.66118], [0.45324, 1.11725, 5.97795], [0.35408, -6.56166, -9.74490], [0.07658, -6.93083, -10.88116], [-0.11144, -5.54374, -9.18651], [1.14497, -7.14682, -8.97083], [5.09980, -7.42943, -2.88421]]
}